# 1
Entry from the Open Molecules 2025 dataset: 6 unconnected molecules or ions with the total composition C32H81N5O11 (ωB97M-V/def2-TZVPD).

HOMO energy in eV: -8.2658
2S+1: 1
LUMO level in eV: 0.65
Total energy in eV: -64462.993
SMILES: COCCNCCOC.COCCNCCOC.COCCNCCOC.COCCNCCOC.COCCNCCOC.CCO
Kohn-Sham gap in eV: 8.915

Geometry as XYZ:
```
129
Properties=species:S:1:pos:R:3:forces:R:3:mulliken_charge:R:1
O -4.696746 -5.798716 21.054772 0.369 -1.036 0.255 -0.2512
O -5.673468 -0.792466 21.701763 -0.315 -0.078 0.346 0.1106
O -1.240336 -7.058476 22.376446 1.122 -0.443 0.275 -0.1354
O -1.314304 3.511902 24.552068 -0.292 0.360 0.168 -0.5173
O -4.776561 4.193338 26.944158 0.325 0.106 -0.293 -0.4063
O -8.920513 1.821195 21.095047 0.124 -0.857 -0.074 -0.2446
O -1.514351 1.482632 18.676205 0.777 -0.511 -0.544 -0.4053
O -5.895112 5.389658 22.596441 0.188 0.180 0.953 -0.4170
O -1.560458 -2.502786 22.283940 -0.058 -1.027 -0.568 -0.1175
O -5.612237 -0.732907 18.219759 -0.068 -0.287 -0.373 -0.4657
O -9.116856 -4.297830 21.426702 -0.012 -0.611 -0.644 -0.3149
N 0.165713 -4.789362 21.379770 0.105 0.574 -0.607 -0.3537
N -2.105535 2.496789 22.146271 -0.945 -0.916 -0.800 0.0582
N -6.193188 3.531961 24.572529 1.658 2.379 -0.862 0.5470
N -6.643858 1.671104 18.095847 -1.239 0.450 -0.024 -0.4898
N -5.816816 -3.488275 22.554351 -0.683 0.342 -0.186 -0.2012
C 0.157120 -3.437344 20.802324 0.185 -0.212 0.041 -1.0854
C -2.287366 2.480317 20.689052 0.365 0.851 1.267 -0.1198
C -0.808098 -7.849919 23.510495 -0.300 -0.345 -1.793 -0.8636
C -10.496206 -4.112871 21.545180 -0.226 0.324 0.400 -0.7069
C -0.377014 -7.191766 21.205555 -0.343 1.747 1.211 -0.9234
C -2.983646 3.446285 22.791004 1.124 -0.163 0.227 0.4122
C -1.478954 1.393657 20.077287 -0.519 -1.028 -0.034 -0.0307
C -4.426002 -3.806204 22.248508 -0.141 -0.104 0.405 0.3068
C -6.673038 4.259855 22.337168 0.439 -0.287 0.942 0.8018
C -4.653541 -0.219796 22.454556 1.934 2.064 -1.441 1.4899
C -2.740366 3.362919 24.273637 0.738 0.086 0.847 0.1197
C -6.448328 2.909558 25.783239 -1.882 -0.822 1.845 -0.9850
C -0.753996 2.628124 25.512087 -0.726 -0.394 -0.816 -0.4542
C -5.275164 2.900446 26.715945 0.586 -0.655 0.257 -0.5321
C -7.029554 1.807336 19.506619 0.063 -0.191 -0.329 1.2438
C -8.546985 1.789364 19.713685 -0.360 -0.343 -0.639 -0.8909
C -6.863583 -3.953501 21.654697 -0.091 -0.069 -1.147 -0.2840
C -0.443122 0.715169 18.106280 -0.157 1.098 -0.001 -0.7443
C -8.221220 -3.405279 22.016105 -0.096 0.444 0.108 0.0081
C -4.502008 -7.218413 20.927830 0.374 0.616 -0.533 -0.6129
C -0.418105 -5.798379 20.516048 0.103 -1.265 0.253 -0.1947
C -1.003358 -1.390657 22.904010 -0.363 1.621 -0.666 -0.3973
C -5.145728 -2.058029 18.422762 0.487 0.557 0.228 -0.5802
C -4.147588 -5.276137 22.274574 -1.106 -0.269 -1.043 -0.5062
C -4.698590 0.324024 18.519766 0.679 -1.658 0.217 0.6411
C -5.289697 6.004807 21.509380 1.553 -0.483 0.253 -0.7283
C -5.218686 1.575195 17.922117 0.033 0.955 0.251 -1.1207
C -3.676102 4.258501 27.848421 -0.008 0.294 -1.383 -0.5219
C -4.682206 -0.326648 23.928155 -0.668 -1.997 0.410 -1.0614
C -1.156084 -2.666724 20.925700 -0.268 0.175 -0.250 0.8503
C -8.994710 0.482564 21.652741 0.251 1.498 0.253 -0.5530
C -7.267060 3.830588 23.654636 -0.627 -0.763 -0.167 -1.2019
H -7.854680 2.921567 23.438027 0.164 0.188 0.210 0.3281
H -2.713833 3.827087 27.491830 -0.736 -0.030 -0.199 0.0243
H 0.297690 2.840582 25.656546 0.229 0.110 -0.429 0.2893
H -6.658666 -3.666137 20.599697 0.254 0.092 0.693 -0.1912
H -0.337289 -0.291124 18.503904 -0.414 -0.265 0.098 0.1538
H -3.096099 -5.462169 22.303693 0.845 -0.356 0.242 0.4920
H -4.635994 0.870059 22.279491 -0.247 -0.154 -0.436 -0.1777
H -10.794946 -4.148195 22.615955 -0.060 0.142 -0.501 0.2979
H 0.492313 1.234111 18.319780 0.226 0.019 -0.005 0.3818
H -6.704263 1.860195 25.589000 -0.277 0.014 0.348 0.3714
H -8.018582 0.016250 21.584548 0.178 -0.285 0.172 -0.0271
H 0.640617 -7.531595 21.507517 -0.621 0.386 -0.311 0.4310
H -3.201996 4.215156 24.749801 -0.529 0.041 0.344 0.5031
H -0.922142 1.647462 25.069549 0.439 -0.585 0.458 0.0613
H -4.528748 6.681778 21.953692 -0.462 -0.218 -0.522 0.2626
H -2.082436 3.464590 20.246718 0.258 -0.039 -0.214 0.3337
H -6.009033 6.563674 20.941819 -0.317 0.322 -0.646 0.3336
H -5.783059 4.434075 24.872319 0.018 -0.487 -0.891 0.1588
H -3.655122 -0.528998 22.062951 -0.438 -0.217 0.225 -0.7685
H -4.828084 -1.401785 24.205617 0.487 0.788 0.237 0.1971
H -10.953869 -4.956329 21.014656 0.000 0.261 0.180 0.2437
H -1.166396 2.659963 22.449170 0.543 0.232 -0.091 0.3126
H -8.943953 0.865865 19.170737 0.206 0.915 0.795 0.3302
H -4.678487 -5.734324 23.125363 0.330 -0.046 0.024 0.2939
H -1.596772 -0.492742 22.660347 0.356 0.059 -0.416 -0.1344
H -4.022540 3.212347 22.620465 -0.382 -0.089 -0.176 -0.7378
H -9.714852 -0.048786 21.067318 -0.562 -0.698 -0.254 0.4791
H -3.699798 0.108871 18.144064 0.214 -0.165 -0.191 0.7816
H -4.912606 -7.503977 19.940268 0.063 0.058 0.681 0.2450
H -6.583406 1.002543 20.093599 -0.091 -0.097 0.374 -0.5574
H -0.863051 -7.876244 20.558138 -0.153 -1.056 -0.760 0.4029
H -3.429203 -7.470336 20.945639 -0.171 0.159 -0.039 0.0356
H -1.522300 -7.644503 24.284819 -0.323 -0.113 0.415 0.2262
H -9.044659 2.664634 19.257296 0.401 -0.338 0.074 0.2296
H -0.574478 0.703300 17.027355 -0.145 -0.143 0.016 0.2919
H -10.840169 -3.166276 21.078312 0.136 -0.326 0.288 0.2408
H 0.044895 -1.204585 22.645496 -0.039 -0.162 0.115 0.3147
H -4.699784 2.425179 18.388416 -0.249 -0.056 0.144 0.2272
H -3.850428 -3.353867 23.043586 0.387 0.287 0.096 0.3286
H -9.335337 0.550037 22.708641 0.285 0.081 -0.707 0.3234
H -4.422043 -2.341572 17.617607 -0.232 0.114 0.796 0.3460
H -4.742446 5.249929 20.884420 -0.471 0.601 0.168 0.1910
H -4.749944 -2.158521 19.456978 0.243 0.012 -0.629 -0.0471
H -5.993219 -2.734801 18.378903 -0.229 0.063 -0.230 0.3289
H 0.059875 -5.895506 19.523798 0.385 0.323 0.552 0.4220
H -0.464973 1.435635 20.470536 0.409 -0.013 -0.044 0.6760
H -7.039222 0.799030 17.745054 0.058 0.252 0.044 0.3990
H -6.058439 3.423837 21.976006 -0.066 0.154 -0.319 -1.0305
H -4.955250 -7.785616 21.747020 -0.312 0.124 -0.080 0.3374
H -3.149558 2.416211 24.700890 0.460 0.566 -0.367 -0.4528
H -1.462632 -5.612168 20.261505 -0.429 0.069 0.123 0.1166
H -4.060464 -3.382239 21.287350 -0.617 -0.093 0.544 -1.0261
H 0.184120 -7.546936 23.842263 0.146 -0.072 -0.041 0.3466
H -1.989352 -3.135379 20.352237 0.488 -0.018 0.614 0.3770
H 0.967994 -2.862018 21.318751 -0.530 -0.298 -0.744 0.2582
H -1.923668 0.410529 20.353106 0.342 0.390 0.202 -0.3505
H -1.010594 -1.689252 20.441763 -0.045 0.020 0.191 -0.7999
H -4.495715 2.249372 26.302096 0.155 0.037 0.068 0.1475
H -5.616848 2.459479 27.660411 0.090 -0.074 0.087 0.6028
H -7.052228 -5.023627 21.565880 0.599 -0.309 0.449 0.4777
H -3.955510 3.778546 28.752167 -0.121 -0.342 1.167 0.3657
H -3.517326 5.319291 27.962840 0.152 0.255 0.442 0.2666
H -5.710747 -1.698382 22.052403 -0.558 -0.589 -0.100 -0.2641
H 0.325762 -3.547883 19.717695 0.482 0.310 0.365 0.5325
H -5.512460 0.210245 24.319373 -0.883 0.487 0.409 0.0866
H -2.767961 4.450613 22.409280 -0.237 0.305 0.164 0.3396
H -3.325535 2.300546 20.536891 -1.019 -0.227 -0.335 -0.2330
H -1.179690 2.638787 26.515797 -0.508 0.281 -0.010 0.1754
H -0.824898 -8.935325 23.210844 0.104 0.863 0.557 0.3018
H -4.954667 1.683390 16.883156 -0.108 -0.317 -0.608 0.3370
H -8.359994 -3.348721 23.092787 -0.053 -0.178 0.535 0.4020
H -6.071244 -3.757158 23.512200 0.429 0.126 -0.499 0.4134
H -8.335452 -2.388217 21.652781 -0.208 0.331 -0.248 -0.2458
H -7.277426 3.399638 26.372302 0.161 -0.449 -0.466 0.3543
H -3.794636 0.124568 24.330695 0.595 -0.127 0.318 0.2760
H -6.607204 2.743930 19.846038 -0.001 0.329 0.262 -0.0357
H -7.464117 4.505683 21.674875 -0.816 0.035 -1.071 0.8380
H -1.143825 -1.430913 23.954355 0.221 -0.675 1.135 0.3117
H -7.977160 4.596736 24.007907 0.150 -0.055 0.134 0.3110
H -4.611351 0.384429 19.597595 0.007 0.092 0.490 -0.6745
H -0.374678 -4.709967 22.227975 -0.131 -0.437 0.335 0.3184
```
Forces are in eV/Å.

# 2
Entry from the Open Molecules 2025 dataset: 2 unconnected molecules or ions with the total composition C33H37N3O8S (ωB97M-V/def2-TZVPD).

HOMO energy in eV: -5.4838
2S+1: 1
LUMO level in eV: -3.27
Total energy in eV: -66498.890
Kohn-Sham gap in eV: 2.217

Geometry as XYZ:
```
82
Properties=species:S:1:pos:R:3:forces:R:3:mulliken_charge:R:1
S -4.380828 1.424717 -0.903309 0.791 -0.420 -2.317 1.2953
O 1.169167 -6.960446 -4.562415 -2.058 0.604 1.050 -0.5849
O -5.597525 2.165006 -1.186846 -0.091 0.022 0.884 -0.6700
O -2.861032 3.489270 -2.355175 0.481 0.557 -0.778 -0.2260
O -1.006980 -7.154395 -4.222542 2.165 1.172 0.567 -0.5722
O -2.727066 2.430059 -4.384001 0.013 0.235 1.285 -0.6917
O -4.038098 0.230486 -3.257918 -1.098 -1.155 -1.484 -0.2957
O 4.804520 1.458979 3.945182 -0.915 -1.147 -1.206 -0.6964
O -3.439911 1.860534 0.099900 -0.409 0.013 0.322 -0.6678
N 0.104646 -6.622819 -3.989523 0.008 -2.579 -1.868 0.9214
N 4.961957 -0.024632 2.181662 -0.175 0.411 0.377 0.2394
N 2.792599 -0.447512 1.744276 -1.406 -0.475 -0.599 0.6076
C -4.521298 -2.639117 -0.804457 -0.075 0.379 0.146 -0.2867
C 0.298466 -3.256084 -1.402887 -0.115 -0.878 -1.240 0.8545
C 4.139995 -0.831808 1.290037 0.619 -0.074 -0.079 0.0095
C 4.448565 -2.322927 1.520776 0.028 -0.033 0.185 -1.4951
C 2.603002 4.088346 3.375201 0.037 -0.317 0.432 -0.3917
C 2.105047 2.809319 3.638972 -0.028 0.133 -0.024 0.4531
C 2.416767 4.633955 5.730690 -0.125 -0.232 -0.268 -0.4396
C 1.646038 -0.860434 1.170887 0.901 0.635 0.350 -0.0167
C 1.455378 -3.755264 -2.076278 -0.358 0.031 0.528 -0.4720
C 0.380418 -2.139855 -0.504701 0.164 0.117 1.007 -0.6796
C -5.043552 0.556746 -4.301037 0.640 -0.026 0.670 -0.6991
C -0.936461 -3.946011 -1.638893 0.669 0.602 0.520 -0.4189
C 2.788664 0.502024 2.858436 0.317 -0.115 0.654 0.0838
C -5.812978 -2.878747 -0.324997 0.059 0.011 0.051 -0.7018
C 4.408006 -0.436556 -0.173556 -0.049 0.211 0.056 -1.4812
C 2.031147 1.786405 2.531348 -0.189 0.256 -0.298 -0.7573
C -0.988693 -5.092330 -2.405725 0.568 -0.501 -0.571 -0.2882
C 0.184945 -5.578207 -3.027031 -0.139 1.977 1.151 -0.1318
C 2.775728 4.994049 4.424947 -0.168 -0.181 0.001 -0.5688
C -6.162702 -0.499147 -0.052979 0.291 -0.282 -0.167 -0.7423
C -4.060546 -1.329002 -0.945907 -0.112 -0.368 0.379 0.0893
C -3.525473 1.180290 -2.492375 0.960 2.850 0.690 -0.1099
C -6.625068 -1.812795 0.072867 0.232 0.122 0.103 -0.4774
C 1.414049 -4.913632 -2.828826 -0.390 -0.222 -0.193 -0.5326
C 1.860343 3.369302 5.977342 0.082 0.069 -0.312 -0.6904
C 1.568252 -1.765947 0.118042 -0.186 -0.597 -0.746 0.0013
C 6.406755 -0.039404 2.128919 0.255 -0.261 -0.268 -0.9725
C 4.286400 0.727198 3.102899 0.724 0.726 0.584 0.3784
C -2.805103 5.894364 -2.187317 -0.364 0.379 0.154 -1.0988
C -4.897761 -0.274740 -0.602550 -0.281 0.148 0.380 0.2173
C 1.699047 2.461583 4.926059 0.217 0.351 0.149 -0.2222
C -2.425035 4.715324 -3.039120 0.028 -0.820 0.053 -0.2546
C -2.976515 2.416378 -3.173986 -0.855 -1.746 -0.031 0.5854
H -3.850726 -3.460745 -1.053276 -0.377 0.069 -0.014 0.2518
H -3.049041 -1.127032 -1.289421 -0.218 0.046 -0.159 0.4432
H -1.333584 4.676660 -3.197552 -0.418 -0.211 0.001 0.2727
H 1.288808 1.462051 5.094897 0.072 0.365 0.146 0.3411
H 5.397946 -0.812721 -0.465764 -0.312 0.172 0.022 0.4578
H -6.171390 -3.906600 -0.238297 0.069 0.322 0.004 0.3866
H 3.658501 -0.864496 -0.844020 0.299 0.161 0.046 0.4252
H -4.593899 1.276088 -4.991389 -0.224 -0.150 0.125 0.2834
H 4.389081 0.658110 -0.278572 -0.013 -0.332 0.018 0.3534
H -7.607990 -1.988422 0.514746 0.292 -0.040 -0.218 0.3560
H 1.562884 3.079314 6.984694 0.080 0.146 -0.228 0.3674
H -3.833627 6.192904 -2.424085 0.149 -0.051 0.336 0.2705
H -5.952319 0.948440 -3.824838 0.260 -0.041 -0.080 0.2662
H 2.315073 -5.317264 -3.283882 -0.278 0.192 -0.061 0.4562
H 3.194689 5.977587 4.210494 -0.133 -0.232 0.156 0.3664
H 2.881524 4.333226 2.348832 0.002 0.089 0.329 0.3317
H 2.450477 2.209284 1.607037 -0.129 -0.093 0.160 0.3854
H -6.760340 0.346344 0.283023 0.054 -0.168 -0.265 0.4354
H 5.374130 -2.579294 0.983195 -0.321 -0.014 0.277 0.4299
H 2.361796 0.026717 3.761701 0.181 0.156 -0.360 0.2000
H 0.982242 1.526148 2.324225 0.209 0.129 0.028 0.4833
H 4.585180 -2.508352 2.596147 -0.042 0.014 -0.330 0.4105
H 6.794243 -1.046134 2.335266 -0.054 0.222 0.086 0.3007
H -2.935867 4.740325 -4.010146 0.371 0.032 0.199 0.3300
H -1.845245 -3.567427 -1.171014 0.287 -0.111 -0.087 0.0371
H -0.556723 -1.678940 -0.170467 0.276 -0.136 -0.140 0.3381
H 2.555651 5.341877 6.550401 -0.039 -0.248 -0.262 0.3675
H 2.496987 -2.254007 -0.197565 -0.718 0.201 0.134 -0.1818
H -2.161344 6.749252 -2.422254 -0.062 -0.129 0.044 0.3652
H -2.723116 5.676352 -1.113709 0.000 0.015 -0.335 0.2897
H 3.644516 -2.970270 1.163071 0.226 0.066 0.057 0.3408
H -1.913178 -5.643244 -2.560104 0.133 0.261 -0.020 0.5040
H 2.396912 -3.205945 -2.002137 -0.280 -0.295 -0.011 0.4737
H 6.787557 0.663159 2.874063 -0.154 -0.147 -0.139 0.3688
H 6.763356 0.249441 1.131786 -0.071 0.071 0.235 0.3043
H -5.246208 -0.396351 -4.796696 0.030 0.216 0.110 0.2334
H 0.735764 -0.418554 1.577517 0.188 -0.129 -0.079 0.5520
```
Forces are in eV/Å.

Energy relative to the best compared isomer or geometry (same formula, charge and spin) / kJ/mol: 0.0; 57.6